No. 1
A molecular structure, C23H29N3O2Pt at a distorted geometry, computed with ωB97M-V with the def2-TZVPD basis set.

XYZ file:
```
58
Properties=species:S:1:pos:R:3:forces:R:3:lowdin_charge:R:1
Pt -0.314877 -0.618429 0.034797 -0.803 -1.543 -0.550 0.971
N -0.988896 1.258375 4.327626 -0.001 -0.072 -0.032 0.154
C -1.050488 0.614472 3.124126 0.151 0.081 0.024 -0.564
O -1.087163 -0.596396 3.060978 -0.037 -0.034 -0.027 0.020
C -1.125566 1.548006 1.925002 -0.236 0.038 -0.038 -0.188
C -0.273483 1.236995 0.691293 0.393 0.467 0.334 -0.321
H -0.970017 0.699719 5.163076 -0.021 0.003 0.004 0.105
H -0.970857 2.257464 4.401384 0.050 0.004 -0.005 0.090
H -0.865185 2.555325 2.266530 -0.096 0.054 -0.063 0.102
H -2.187333 1.575605 1.652200 0.009 -0.025 -0.001 0.103
H 0.758182 1.537279 0.895899 -0.078 0.045 -0.026 0.051
H -0.639294 1.852022 -0.142071 0.032 0.041 0.045 0.050
C 6.053393 0.320876 3.033674 0.020 0.024 -0.030 -0.107
C 5.001295 0.056768 3.896228 -0.039 -0.022 0.008 -0.097
C 3.760255 -0.296978 3.389032 0.047 -0.020 0.066 -0.052
C 3.530125 -0.396839 2.014554 -0.137 -0.328 -0.096 -0.200
C 4.605049 -0.131374 1.157697 -0.013 0.050 0.033 -0.029
C 5.845372 0.222085 1.663682 0.012 0.001 0.027 -0.088
C 2.140815 -0.687169 1.586356 0.064 -0.052 0.066 -0.096
C 1.602267 -0.825852 0.361384 0.497 0.762 -0.058 -0.305
C 2.400790 -1.043089 -0.883243 -0.249 -0.049 0.230 -0.282
C 3.209350 -2.173878 -0.987788 0.011 -0.088 -0.107 -0.057
C 3.882096 -2.461160 -2.167680 -0.013 0.017 0.057 -0.084
C 3.761305 -1.616725 -3.262114 -0.007 0.022 -0.007 -0.101
C 2.975959 -0.474119 -3.161430 0.036 0.024 0.019 -0.091
C 2.298659 -0.193267 -1.985209 0.034 0.025 -0.004 -0.065
H 7.021290 0.611877 3.421446 0.007 -0.029 -0.002 0.095
H 5.144972 0.129293 4.967192 -0.007 -0.002 0.002 0.097
H 2.939265 -0.496857 4.068409 -0.001 0.015 0.001 0.107
H 4.472771 -0.186673 0.088326 0.012 0.027 -0.011 0.099
H 6.659406 0.427339 0.979316 -0.007 0.006 -0.007 0.100
H 1.436979 -0.721760 2.414230 0.000 0.310 -0.002 0.078
H 3.306695 -2.825908 -0.128152 -0.033 -0.024 -0.017 0.121
H 4.497796 -3.349643 -2.231458 0.001 0.000 -0.009 0.100
H 4.271186 -1.847876 -4.188684 0.016 0.013 0.008 0.096
H 2.887578 0.199304 -4.005229 0.009 -0.006 -0.007 0.098
H 1.685586 0.695855 -1.900956 -0.057 -0.034 -0.040 0.100
C -1.863462 0.002071 -3.156304 -0.015 -0.081 -0.041 -0.035
N -3.148169 0.107721 -2.486222 0.038 0.092 0.065 -0.081
C -4.104143 1.046503 -3.049632 0.001 -0.033 -0.016 -0.160
C -5.507256 0.635918 -2.659220 0.010 -0.033 0.026 -0.154
C -5.595338 0.606973 -1.147888 0.054 -0.006 -0.004 -0.161
N -4.513899 -0.204761 -0.611410 0.016 -0.053 -0.019 -0.076
C -4.623405 -0.709226 0.750834 -0.006 0.006 0.017 -0.017
C -3.341811 -0.446283 -1.260978 -0.129 0.104 0.095 -0.480
O -2.501201 -1.182938 -0.713089 0.520 0.247 0.147 -0.089
H -1.519790 0.998628 -3.442122 0.004 0.001 0.007 0.094
H -1.946284 -0.614364 -4.054390 -0.005 0.027 -0.019 0.095
H -1.124483 -0.436313 -2.490772 -0.007 0.005 0.025 0.042
H -3.983273 1.041335 -4.133223 0.009 -0.027 -0.003 0.125
H -3.890252 2.064305 -2.698776 -0.001 0.018 -0.042 0.131
H -5.704064 -0.365126 -3.049572 -0.046 0.028 -0.044 0.126
H -6.245170 1.320935 -3.075494 0.008 0.020 0.023 0.119
H -6.542678 0.171176 -0.827136 0.002 -0.008 0.009 0.121
H -5.549342 1.625854 -0.744462 -0.008 0.001 0.005 0.128
H -5.645665 -0.550453 1.088208 0.003 -0.008 0.011 0.087
H -3.938747 -0.196861 1.429994 0.003 0.004 -0.011 0.083
H -4.386857 -1.769789 0.791245 -0.017 -0.006 -0.013 0.096
```
Positions in Å, forces in eV/Å.

The highest occupied orbital energy is -6.924 eV. The value obtained for the maximum force is 1.8 eV/Å. Its total energy is -1327.86611 Eh. For the lowest unoccupied orbital energy, the calculation gives 0.46 eV.

---

No. 2
C23H29N3O5S in the gas phase, computed with ωB97M-V with the def2-TZVPD basis set.

XYZ file:
```
61
Properties=species:S:1:pos:R:3:forces:R:3:lowdin_charge:R:1
C 2.904355 -5.529427 0.034723 -0.116 0.094 0.222 -0.104
C 1.683778 -5.409741 0.942125 0.031 -0.195 -0.097 -0.249
C 0.446019 -6.151213 0.420945 -0.119 0.265 0.167 -0.211
C -0.499436 -5.326489 -0.457024 0.089 -0.293 -0.120 -0.195
C 0.051680 -4.960618 -1.841776 -0.076 0.399 0.141 -0.155
C 0.579845 -3.529979 -1.907778 0.324 -0.396 -0.168 -0.202
O -0.552401 -2.673803 -2.011641 -0.271 -0.032 0.100 -0.049
C -0.374994 -1.334199 -1.939167 -0.072 0.476 -0.104 -0.296
C -1.540156 -0.563277 -1.995729 0.222 -0.228 -0.072 -0.005
C -1.491465 0.804631 -1.851814 0.067 0.064 -0.026 0.009
C -0.270014 1.434535 -1.638101 0.066 -0.268 -0.128 -0.170
C 0.897179 0.683388 -1.645130 -0.123 0.153 -0.128 -0.015
C 0.849799 -0.688947 -1.805276 -0.078 -0.285 -0.081 -0.003
H 1.770646 -1.247111 -1.795430 0.092 -0.092 0.032 0.117
H 1.852659 1.167639 -1.534862 0.047 0.027 0.031 0.114
N -0.230349 2.829676 -1.363536 -0.109 -0.446 -0.241 0.118
C -1.205850 3.469785 -0.623235 -0.230 0.405 0.086 -0.372
O -2.224993 2.980159 -0.208868 -0.033 0.100 -0.083 0.113
C -0.757905 4.911765 -0.367873 -0.175 0.181 0.052 -0.228
N -0.613031 5.202575 1.052508 -0.203 0.123 -0.010 -0.002
H -1.521678 5.079202 1.487910 0.055 0.094 -0.028 0.113
C 0.392904 4.462425 1.801823 -0.016 0.030 0.088 -0.157
C 0.242197 2.956780 1.822787 0.208 -0.109 0.069 -0.206
C 1.267189 2.142843 1.355511 -0.157 0.056 0.211 -0.022
C 1.121682 0.765523 1.347564 0.148 -0.148 0.051 -0.057
C -0.059230 0.210776 1.791602 0.143 -0.478 -0.082 -0.274
C -1.084262 0.996397 2.277605 -0.139 0.260 0.141 -0.037
C -0.926714 2.369837 2.302277 0.140 -0.187 0.088 -0.026
H -1.722695 2.992375 2.683568 -0.117 0.040 -0.002 0.122
H -1.988235 0.527609 2.629004 -0.189 0.023 0.043 0.119
S -0.236474 -1.556817 1.786385 -0.467 -0.385 -0.230 0.630
O 0.805772 -2.123815 0.971721 -0.083 0.400 -0.043 -0.306
O -0.375627 -2.030722 3.132138 -0.260 0.202 0.064 -0.286
N -1.716912 -1.774118 1.041480 0.622 0.239 0.511 -0.024
H -2.305986 -2.402281 1.562678 -0.021 -0.146 0.263 0.076
H -1.637460 -2.043953 0.073870 0.133 0.002 -0.263 0.036
H 1.904608 0.111995 0.999657 0.124 -0.016 -0.093 0.116
H 2.184302 2.587747 0.996105 0.109 0.055 -0.065 0.123
H 1.378517 4.721426 1.407824 -0.001 -0.027 0.120 0.111
H 0.339996 4.843401 2.826650 0.122 -0.022 -0.085 0.131
C 0.515628 5.055740 -1.188970 -0.054 0.083 0.100 -0.013
C 0.820568 3.668149 -1.713670 0.100 0.441 -0.046 -0.399
O 1.788464 3.345125 -2.346652 0.132 -0.058 -0.042 0.117
H 0.383508 5.725170 -2.039852 0.026 -0.055 0.005 0.135
H 1.355926 5.436314 -0.611239 0.036 -0.041 -0.044 0.126
H -1.546680 5.583655 -0.725223 0.099 -0.214 -0.040 0.159
H -2.402890 1.376646 -1.886459 -0.044 0.024 0.024 0.115
H -2.483862 -1.063325 -2.148410 -0.125 -0.071 -0.016 0.124
H 1.217361 -3.394928 -2.792557 -0.054 0.060 0.105 0.135
H 1.143225 -3.278465 -1.004519 0.006 -0.008 -0.131 0.094
H 0.845133 -5.652798 -2.122287 0.034 -0.020 -0.073 0.109
H -0.740129 -5.044172 -2.589194 0.088 -0.023 -0.080 0.114
H -0.762125 -4.410766 0.075162 -0.115 0.039 0.047 0.091
H -1.417146 -5.905547 -0.586239 -0.040 0.074 0.038 0.108
H 0.759148 -7.044377 -0.126048 -0.029 -0.108 0.008 0.108
H -0.135768 -6.488421 1.282557 0.008 -0.089 -0.022 0.105
H 1.442755 -4.358014 1.100535 0.002 -0.038 0.102 0.074
H 1.950740 -5.829200 1.915085 -0.007 0.069 0.030 0.104
H 2.733516 -5.064910 -0.931786 0.049 0.036 -0.181 0.052
H 3.159139 -6.576167 -0.125516 0.052 -0.073 -0.072 0.073
H 3.758363 -5.039334 0.497187 0.144 0.037 -0.043 0.070
```
Positions in Å, forces in eV/Å.

The highest occupied orbital energy is -8.442 eV. The value obtained for the maximum force is 0.8 eV/Å. Its total energy is -1832.52448 Eh. As for the structure (SMILES): CCCCCCOc1ccc(N2C(=O)C[C@H](NCc3ccc(S(N)(=O)=O)cc3)C2=O)cc1. For the lowest unoccupied orbital energy, the calculation gives 0.38 eV.

---

No. 3
C23H29N3O7 in the gas phase, computed with ωB97M-V with the def2-TZVPD basis set.

XYZ file:
```
62
Properties=species:S:1:pos:R:3:forces:R:3:lowdin_charge:R:1
C -2.521919 -0.734894 -2.731647 -0.246 0.038 0.376 -0.046
C -3.605133 -1.317008 -1.839778 0.195 -0.488 -0.469 -0.185
H -4.552148 -1.412604 -2.381714 0.099 -0.030 0.139 0.128
H -3.319135 -2.295547 -1.442578 -0.102 0.166 -0.102 0.115
O -3.845023 -0.430137 -0.740110 -0.132 0.328 -0.158 -0.004
C -3.828456 -0.915710 0.488650 0.012 -0.156 0.636 -0.443
O -3.697304 -2.078376 0.776610 -0.019 -0.053 0.007 0.116
C -3.975148 0.190516 1.544207 -0.402 -0.264 0.053 -0.246
C -5.240725 1.028118 1.342789 0.339 -0.041 -0.047 -0.010
H -5.417389 1.253916 0.295725 -0.047 0.053 -0.029 0.069
H -6.096257 0.473675 1.720319 -0.079 -0.048 0.028 0.090
H -5.150211 1.956341 1.901977 -0.026 0.052 0.066 0.095
O -2.765342 0.919375 1.675521 0.220 0.218 -0.027 -0.007
C -2.126595 1.555922 0.642558 0.341 0.250 -0.173 -0.191
C -2.728016 2.152627 -0.446344 -0.095 -0.066 0.279 0.001
C -1.962367 2.804148 -1.412105 0.143 0.039 -0.010 -0.058
C -0.597709 2.882529 -1.293650 0.122 0.012 0.010 -0.005
C 0.032434 2.307835 -0.186836 -0.616 -0.037 0.040 -0.075
C -0.719766 1.637512 0.789587 -0.127 0.196 -0.305 -0.088
C -0.035589 1.049786 1.895638 0.312 -0.117 0.241 -0.002
C 1.303894 1.157595 1.981060 -0.711 -0.315 0.399 -0.031
N 2.042531 1.823646 1.043331 0.058 0.150 -0.307 0.016
C 1.479815 2.409795 -0.074885 0.329 0.101 -0.068 -0.367
O 2.196208 2.972584 -0.896054 -0.166 0.186 -0.161 0.031
C 3.477291 1.925951 1.248120 0.376 0.060 0.078 -0.025
C 4.110522 0.533161 1.213791 0.044 0.445 -0.072 -0.428
O 4.331434 -0.059882 2.254059 -0.079 -0.115 0.408 0.060
N 4.407764 -0.000518 0.010252 0.278 -0.214 -0.120 -0.048
C 4.044112 0.503549 -1.294985 -0.045 0.191 -0.229 -0.095
H 4.957810 0.619591 -1.889635 -0.083 0.017 0.002 0.128
C 3.100043 -0.515164 -1.981659 -0.125 0.086 -0.133 -0.085
N 2.531803 -1.406259 -0.997610 0.111 -0.053 0.057 -0.031
C 1.218519 -1.316723 -0.683108 -0.011 -0.165 -0.047 -0.520
O 0.443193 -0.570543 -1.241132 -0.263 0.214 -0.082 0.084
O 0.869817 -2.173781 0.291865 0.249 -0.044 0.073 0.007
C -0.517029 -2.193880 0.637490 -0.524 0.089 0.117 -0.216
C -0.673449 -2.762033 2.033509 0.194 0.098 -0.393 -0.047
H -1.732038 -2.804349 2.271891 -0.088 -0.020 0.054 0.068
H -0.255632 -3.764052 2.079356 0.023 -0.125 0.077 0.079
H -0.160689 -2.134702 2.757742 0.051 0.061 0.109 0.074
H -1.047483 -2.814534 -0.092883 0.038 0.121 0.039 0.129
H -0.908806 -1.174535 0.577084 0.021 -0.167 -0.018 0.099
C 3.479917 -2.221494 -0.265625 0.051 -0.204 0.170 -0.091
H 3.029837 -2.492754 0.689160 0.143 -0.001 -0.117 0.127
C 4.765500 -1.403706 -0.037981 0.030 -0.143 0.217 -0.104
H 5.478501 -1.547755 -0.852972 -0.009 0.025 0.024 0.126
H 5.232146 -1.680341 0.907568 -0.011 -0.036 -0.187 0.123
H 3.701399 -3.138038 -0.825608 0.034 0.008 0.101 0.128
H 2.276971 -0.000088 -2.477737 0.162 -0.062 -0.026 0.127
H 3.644884 -1.115034 -2.718067 -0.031 0.063 -0.001 0.126
H 3.558067 1.474185 -1.227581 0.081 -0.084 0.047 0.088
H 3.881181 2.600523 0.491562 -0.105 -0.121 0.134 0.128
H 3.668173 2.338196 2.243943 0.006 -0.120 -0.172 0.142
H 1.872991 0.721582 2.788734 0.048 -0.012 0.040 0.132
H -0.599646 0.528594 2.649543 0.064 -0.066 0.122 0.115
H 0.012102 3.379232 -2.031590 0.036 0.048 -0.064 0.118
H -2.461492 3.252192 -2.258360 -0.032 0.037 -0.071 0.108
H -3.795237 2.115812 -0.574126 -0.067 -0.024 0.028 0.102
H -4.040362 -0.317329 2.515259 -0.015 0.032 -0.358 0.160
H -1.587776 -0.621758 -2.186226 0.052 -0.024 0.011 0.053
H -2.824449 0.241976 -3.098580 -0.018 0.107 -0.115 0.074
H -2.360546 -1.396955 -3.577762 0.013 -0.074 -0.121 0.081
```
Positions in Å, forces in eV/Å.

The highest occupied orbital energy is -7.915 eV. The value obtained for the maximum force is 0.9 eV/Å. Its total energy is -1584.86355 Eh. As for the structure (SMILES): CCOC(=O)[C@H](C)Oc1cccc2c(=O)n(CC(=O)N3CCN(C(=O)OCC)CC3)ccc12. For the lowest unoccupied orbital energy, the calculation gives 0.71 eV.